No. 1
This record from the OMol25 dataset describes a structure of composition C22H26BBr2CuNO5 at a distorted geometry. The level of theory is wB97M-V/def2-TZVPD.

Structure (XYZ):
```
58
Properties=species:S:1:pos:R:3:lowdin_charge:R:1
C 4.187 1.011 -1.154 -0.088
C 4.024 1.348 0.408 -0.261
C 2.509 1.770 0.618 -0.169
C 1.911 1.307 2.025 -0.104
C 0.369 1.110 1.830 -0.081
C -0.360 0.121 2.420 -0.068
C 0.279 -0.954 3.381 0.008
C 0.842 -2.098 2.427 -0.385
O 0.674 -3.273 2.627 0.127
N 1.577 -1.692 1.216 -0.198
C 0.979 -2.275 -0.011 -0.076
C 2.994 -2.105 1.282 -0.101
C -1.895 0.016 2.102 -0.268
O -2.709 -0.313 2.922 0.141
C -2.272 0.395 0.626 -0.006
C -1.472 1.454 -0.023 -0.040
C -1.696 1.871 -1.409 0.066
C -2.783 1.157 -2.124 -0.032
B -3.008 1.572 -3.672 -0.526
O -3.431 0.512 -4.526 0.120
O -2.777 2.873 -4.152 0.000
C -1.409 3.013 -4.617 -0.078
C -3.605 0.129 -1.465 0.057
C -3.379 -0.284 -0.068 -0.154
C -4.236 -1.350 0.628 -0.649
Br -6.061 -0.781 1.119 0.675
C -3.832 -2.609 0.941 -0.699
C -2.397 -3.100 0.606 -0.100
Br -5.107 -3.796 1.829 0.677
C -0.353 2.109 0.856 -0.285
O -0.096 3.287 0.810 0.117
H 5.252 1.062 -1.514 0.062
H 3.747 -0.009 -1.329 0.086
H 3.505 1.717 -1.706 0.100
H 4.672 2.246 0.698 0.099
H 4.204 0.442 1.049 0.086
H 1.938 1.322 -0.246 0.124
H 2.370 2.888 0.599 0.126
H 2.046 2.145 2.756 0.134
H 2.430 0.381 2.361 0.085
H -0.571 -1.435 3.938 0.133
H 1.064 -0.528 4.049 0.129
H 1.740 -2.174 -0.838 0.092
H 0.731 -3.364 0.075 0.103
H 0.112 -1.628 -0.301 0.085
H 3.472 -1.855 2.266 0.100
H 3.164 -3.187 0.998 0.108
H 3.567 -1.513 0.506 0.062
H -1.071 2.651 -1.909 0.119
H -2.720 -0.154 -4.588 0.113
H -0.784 2.128 -4.332 0.093
H -0.913 3.926 -4.182 0.100
H -1.442 3.172 -5.727 0.106
H -4.421 -0.356 -2.045 0.131
H -1.596 -2.353 0.819 0.039
H -2.185 -4.000 1.252 0.083
H -2.336 -3.480 -0.453 0.102
Cu 6.559 1.535 0.350 0.779
```

## Properties
Lowest unoccupied orbital energy (eV): -6.66
Kohn-Sham gap (hartree): 0.14658
F_max (eV/Å): 3.452
Net charge: +1
Total energy (eV): -220353.5175
Highest occupied orbital energy (eV): -10.652
Spin multiplicity: 1

No. 2
This record from the OMol25 dataset describes a structure of composition C22H26BFeN7O3S at a distorted geometry. The level of theory is wB97M-V/def2-TZVPD.

Structure (XYZ):
```
61
Properties=species:S:1:pos:R:3:lowdin_spin:R:1
Fe 0.021 0.004 0.318 4.248
C -1.820 -3.158 0.506 0.001
C -1.515 -2.627 -0.845 0.019
C -1.818 -3.155 -2.093 0.010
C -1.301 -2.254 -3.021 0.021
C -1.351 -2.344 -4.498 0.004
N -0.724 -1.248 -2.335 0.005
N -0.854 -1.473 -1.012 0.106
B -0.001 0.003 -2.882 -0.001
N 1.446 0.005 -2.345 0.006
N 1.712 0.007 -1.024 0.122
C 3.042 0.004 -0.857 0.022
C 3.670 0.003 0.485 0.002
C 3.646 0.000 -2.110 0.010
C 2.605 0.002 -3.035 0.025
C 2.697 0.000 -4.512 0.005
N -0.724 1.257 -2.346 0.005
N -0.852 1.483 -1.024 0.104
C -1.515 2.633 -0.855 0.018
C -1.814 3.154 0.501 0.001
C -1.823 3.162 -2.104 0.008
C -1.304 2.262 -3.031 0.019
C -1.353 2.346 -4.509 0.004
H -2.354 -4.099 0.420 0.000
H -0.902 -3.323 1.068 0.000
H -2.435 -2.453 1.064 0.000
H -2.338 -4.067 -2.303 0.001
H -1.874 -3.249 -4.793 0.000
H -1.872 -1.486 -4.921 0.001
H -0.347 -2.369 -4.918 0.001
H -0.002 -0.003 -4.054 0.000
H 2.921 0.003 1.280 0.001
H 4.305 -0.874 0.596 0.000
H 4.306 0.878 0.599 0.000
H 4.695 -0.004 -2.321 0.001
H 3.740 -0.001 -4.813 0.000
H 2.211 -0.881 -4.929 0.001
H 2.212 0.880 -4.931 0.001
H -1.414 2.476 1.257 0.000
H -1.373 4.140 0.631 0.000
H -2.889 3.256 0.637 0.000
H -2.347 4.071 -2.311 0.001
H -1.875 3.251 -4.807 0.000
H -0.348 2.369 -4.928 0.001
H -1.872 1.487 -4.930 0.001
O 2.969 1.224 5.544 0.005
S 2.320 -0.005 5.220 0.000
O 2.965 -1.236 5.544 0.005
N 1.893 -0.004 3.609 0.040
C 0.611 -0.002 3.448 0.011
O 0.041 0.002 2.314 0.161
C -0.198 -0.001 4.694 0.004
C -1.580 0.001 4.810 -0.002
C -2.126 0.002 6.085 0.000
C -1.312 0.001 7.208 -0.002
C 0.077 -0.001 7.089 0.001
C 0.606 -0.002 5.822 -0.002
H -2.209 0.002 3.932 0.000
H -3.198 0.004 6.208 0.000
H -1.763 0.002 8.189 0.000
H 0.716 -0.002 7.957 0.000
```

## Properties
Lowest unoccupied orbital energy (alpha / beta) (eV): -2.43 / -6.34
ΔE to the lowest compared entry with this formula, charge and spin (kcal per mole): 44.3
Kohn-Sham gap (alpha / beta) (hartree): 0.34673 / 0.20086
<S²>: 8.763
F_max (eV/Å): 4.936
Net charge: +1
Total energy (eV): -85704.3962
Highest occupied orbital energy (alpha / beta) (eV): -11.865 / -11.801
Spin multiplicity: 6

No. 3
This record from the OMol25 dataset describes a structure of composition C22H26Br33FO4 at a distorted geometry. The level of theory is wB97M-V/def2-TZVPD.

Structure (XYZ):
```
86
Properties=species:S:1:pos:R:3:lowdin_charge:R:1
C 0.992 -5.283 -0.464 -0.117
C 0.799 -3.722 -0.394 -0.150
C 0.295 -3.291 -1.813 -0.269
F -0.621 -4.229 -2.287 -0.012
C -0.216 -1.854 -1.875 0.004
C -1.241 -1.232 -1.288 -0.050
C -2.257 -1.879 -0.351 -0.109
C -3.679 -1.666 -1.052 -0.214
C -4.325 -2.990 -1.520 -0.245
O -4.717 -3.768 -0.408 -0.191
C -5.652 -4.770 -0.781 -0.170
C -1.100 0.223 -1.777 -0.474
O -1.876 1.042 -1.841 0.075
O 0.217 0.356 -2.206 0.143
C 0.446 -0.850 -2.828 -0.444
O 0.923 -1.093 -3.818 0.249
H 0.020 -5.829 -0.451 0.036
H 1.553 -5.600 -1.359 0.076
H 1.569 -5.584 0.428 0.071
H 1.810 -3.278 -0.289 0.120
H 0.116 -3.422 0.417 0.107
H 1.185 -3.337 -2.473 0.151
H -2.343 -1.363 0.620 0.063
H -2.069 -2.946 -0.156 0.115
H -4.379 -1.172 -0.355 -0.014
H -3.552 -1.003 -1.933 0.107
H -5.249 -2.709 -2.082 0.084
H -3.682 -3.553 -2.235 0.136
H -5.091 -5.714 -0.947 0.093
H -6.354 -4.940 0.064 -0.072
H -6.220 -4.536 -1.703 0.086
C -3.349 1.670 2.356 -1.563
Br -1.926 2.381 3.456 0.536
Br -2.768 1.268 0.557 0.813
Br -4.187 0.132 3.178 0.554
H -4.106 2.442 2.284 -0.095
C 3.828 4.388 -3.572 -1.627
Br 4.742 4.176 -5.256 0.572
Br 4.639 3.318 -2.182 0.561
Br 3.685 6.245 -3.052 0.573
H 2.823 4.020 -3.711 -0.033
C -7.682 -0.388 -1.886 -1.588
Br -6.173 0.314 -0.905 0.670
Br -7.212 -0.823 -3.708 0.586
Br -8.489 -1.889 -0.974 0.580
H -8.427 0.395 -1.928 -0.033
C 7.008 6.592 -0.342 -1.615
Br 8.150 7.676 -1.459 0.575
Br 7.881 4.956 0.202 0.595
Br 6.336 7.580 1.176 0.565
H 6.152 6.309 -0.943 -0.075
C 3.599 -0.508 -7.733 -1.638
Br 2.407 -1.817 -8.506 0.561
Br 5.194 -1.327 -7.013 0.557
Br 4.019 0.906 -8.982 0.553
H 3.075 -0.052 -6.903 -0.034
C -7.668 -6.815 2.354 -1.595
Br -8.537 -8.539 2.402 0.574
Br -5.743 -6.981 2.348 0.599
Br -8.297 -5.737 0.878 0.655
H -7.939 -6.297 3.263 -0.029
C -6.100 4.622 3.856 -1.613
Br -4.765 4.942 5.213 0.573
Br -5.495 5.182 2.108 0.585
Br -6.688 2.782 3.850 0.576
H -6.959 5.230 4.105 -0.033
C 2.107 3.873 3.836 -1.605
Br 0.968 3.478 5.351 0.549
Br 1.102 4.465 2.298 0.561
Br 3.488 5.133 4.336 0.539
H 2.603 2.953 3.556 -0.026
C 8.615 4.253 3.912 -1.631
Br 9.515 2.542 3.913 0.566
Br 6.894 4.149 4.786 0.538
Br 9.721 5.648 4.655 0.554
H 8.435 4.525 2.884 -0.121
C 9.722 9.927 4.967 -1.627
Br 7.881 9.343 4.998 0.546
Br 10.657 9.442 6.587 0.562
Br 10.646 9.296 3.393 0.550
H 9.712 11.007 4.917 -0.033
C 0.296 -9.400 -0.366 -1.622
Br -0.808 -8.439 -1.626 0.584
Br 2.177 -9.166 -0.740 0.565
Br -0.137 -8.941 1.460 0.559
H 0.076 -10.451 -0.489 -0.034
```

## Properties
Lowest unoccupied orbital energy (eV): -0.29
Kohn-Sham gap (hartree): 0.34122
F_max (eV/Å): 7.726
Total energy (eV): -2345539.1985
Highest occupied orbital energy (eV): -9.574
Spin multiplicity: 1

No. 4
This record from the OMol25 dataset describes a structure of composition C22H26Cl3NOOs at a distorted geometry. The level of theory is wB97M-V/def2-TZVPD.

Structure (XYZ):
```
54
Properties=species:S:1:pos:R:3:lowdin_spin:R:1
C -0.692 0.932 -1.967 0.041
C -0.833 -0.477 -2.216 0.113
C 0.456 -1.056 -2.226 0.078
C -2.085 -1.193 -2.551 0.015
C 1.405 -0.041 -1.967 0.128
C 0.703 1.202 -1.812 0.006
C 1.328 2.540 -1.660 0.003
C -1.784 1.938 -1.993 0.004
C 0.765 -2.476 -2.510 0.006
C 2.875 -0.226 -2.001 0.023
Os 0.000 0.000 0.000 2.636
Cl -3.575 -3.758 0.425 0.013
Cl -2.294 -0.441 0.502 0.324
Cl 0.370 -2.238 0.682 0.245
H -2.964 -0.625 -2.272 0.000
H -2.142 -2.155 -2.049 0.001
H -2.119 -1.371 -3.628 0.008
H -0.003 -3.138 -2.125 0.000
H 1.711 -2.777 -2.069 0.000
H 0.832 -2.628 -3.589 0.004
H 3.177 -1.134 -1.488 0.002
H 3.397 0.602 -1.538 0.002
H 3.203 -0.301 -3.040 0.007
H 2.237 2.490 -1.069 0.001
H 0.653 3.239 -1.175 0.000
H 1.581 2.947 -2.640 -0.001
H -2.700 1.537 -1.572 0.000
H -1.983 2.248 -3.020 0.002
H -1.523 2.821 -1.418 0.000
O -0.403 1.572 1.035 0.076
H 0.407 1.969 1.392 0.012
C -1.588 2.624 5.262 0.009
C -2.331 2.355 4.115 0.000
C -1.864 1.438 3.166 0.013
C -0.627 0.759 3.338 0.012
C 0.098 1.060 4.530 0.012
C -0.377 1.977 5.469 0.001
N -0.057 -0.216 2.369 0.156
C 0.498 -1.303 3.156 0.006
C 1.853 -1.687 3.082 0.013
C 2.324 -2.752 3.864 0.001
C 1.456 -3.439 4.722 0.009
C 0.117 -3.060 4.810 0.001
C -0.356 -2.004 4.041 0.011
H -1.952 3.338 5.990 0.001
H -3.274 2.860 3.958 0.000
H -2.493 1.286 2.312 0.005
H 1.054 0.597 4.733 0.001
H 0.206 2.190 6.357 0.000
H 2.533 -1.163 2.421 0.000
H 3.361 -3.051 3.806 0.000
H 1.819 -4.264 5.322 0.001
H -0.558 -3.590 5.472 0.000
H -1.402 -1.729 4.116 0.000
```

## Properties
Lowest unoccupied orbital energy (alpha / beta) (eV): 4.00 / 3.97
Kohn-Sham gap (alpha / beta) (hartree): 0.16640 / 0.17858
<S²>: 6.024
F_max (eV/Å): 4.117
Net charge: -2
Total energy (eV): -66805.9231
Highest occupied orbital energy (alpha / beta) (eV): -0.532 / -0.886
Spin multiplicity: 5